Entry 1:
Entry from the Open Molecules 2025 dataset: one molecule with the formula ClH3N2S in a non-equilibrium geometry (ωB97M-V/def2-TZVPD).

XYZ file:
```
7
Properties=species:S:1:pos:R:3:forces:R:3:nbo_charge:R:1
N 1.099976 0.086649 0.528791 -0.6 -1.1 0.5 -0.99
H 0.426250 0.661572 1.056657 0.8 0.2 -0.1 0.42
Cl -0.006688 -0.214759 -2.456658 0.3 -0.3 0.9 -0.43
H -2.062336 -0.307849 0.663980 -0.7 -0.9 -0.5 0.39
N -1.150458 0.014836 0.424835 -0.1 -0.6 -0.1 -1.06
S -0.063424 -0.861551 -0.243107 -0.7 2.3 0.4 1.28
H 1.756680 0.621102 0.025501 0.9 0.3 -1.1 0.40
```
Positions in Å, forces in eV/Å.

Calculated values
Highest occupied orbital energy   -0.3660 hartree
E_LUMO   -0.60 eV



Entry 2:
Entry from the Open Molecules 2025 dataset: one molecule with the formula ClH3N2S2 in a non-equilibrium geometry (ωB97M-V/def2-TZVPD).

XYZ file:
```
8
Properties=species:S:1:pos:R:3:forces:R:3:nbo_charge:R:1
S -1.212673 -1.495413 0.194479 0.9 1.1 -1.1 0.07
N -0.615079 0.139859 -0.581190 -1.6 -3.2 0.3 -0.46
H 0.988277 -0.539786 -1.638057 -1.5 1.3 1.3 0.40
S -1.250935 1.360856 0.358264 0.9 1.8 0.8 0.22
Cl 1.921608 0.012267 0.364050 -0.2 0.1 -0.1 -0.14
H -0.344059 -1.248012 1.178514 0.0 -0.4 0.4 0.12
H -0.097269 1.532347 1.120321 -0.9 -0.1 -0.3 0.12
N 0.610132 0.237881 -0.996382 2.4 -0.7 -1.3 -0.34
```
Positions in Å, forces in eV/Å.

Calculated values
Highest occupied orbital energy   -0.3336 hartree
E_LUMO   -0.31 eV
SMILES   SN(S)NCl



Entry 3:
Entry from the Open Molecules 2025 dataset: ClH3OSi as an isolated structure in a non-equilibrium geometry (ωB97M-V/def2-TZVPD).

XYZ file:
```
6
Properties=species:S:1:pos:R:3:forces:R:3:nbo_charge:R:1
O -2.325188 0.931038 -0.127078 3.8 0.3 0.5 -0.83
H 0.651661 1.185113 -0.270043 0.8 1.0 -0.7 -0.17
H 0.206333 -0.546808 1.310112 -0.1 0.3 0.0 -0.18
Si -0.156987 0.076004 0.021077 -3.4 1.5 2.2 1.16
H -0.798373 -0.811708 -0.771461 -0.4 -2.0 -2.2 -0.17
Cl -3.353966 -0.310695 0.041602 -0.7 -1.0 0.1 0.18
```
Positions in Å, forces in eV/Å.

Calculated values
Highest occupied orbital energy   -0.3270 hartree
E_LUMO   -0.93 eV



Entry 4:
Entry from the Open Molecules 2025 dataset: ClH3S as an isolated structure in a non-equilibrium geometry (ωB97M-V/def2-TZVPD).

XYZ file:
```
5
Properties=species:S:1:pos:R:3:forces:R:3:nbo_charge:R:1
H 0.351280 -0.021514 0.412229 0.5 -1.1 1.7 0.12
Cl -0.113708 0.891594 -0.937030 -0.7 2.7 -2.8 -0.21
S -0.287707 -1.035347 1.011309 0.1 -1.7 1.3 -0.32
H 0.515055 -1.959931 0.463032 0.0 -0.1 0.2 0.13
H -0.464920 2.125199 -0.949541 0.2 0.2 -0.3 0.27
```
Positions in Å, forces in eV/Å.

Calculated values
Highest occupied orbital energy   -0.3364 hartree
E_LUMO   0.64 eV



Entry 5:
Entry from the Open Molecules 2025 dataset: ClH4N2OP as an isolated structure in a non-equilibrium geometry (ωB97M-V/def2-TZVPD).

XYZ file:
```
9
Properties=species:S:1:pos:R:3:forces:R:3:nbo_charge:R:1
N -0.302254 0.533127 2.205130 0.8 0.5 -0.2 -1.18
O 0.892347 -1.546697 2.572969 0.4 -1.2 0.4 -1.05
Cl -0.122758 -1.135542 -0.400857 -0.2 -0.2 -0.2 0.07
P 1.124333 -0.236802 1.964766 0.3 0.6 0.4 1.42
H -0.761082 -0.437328 -2.400974 -0.6 0.2 -0.2 0.37
H -1.361434 -1.978539 -2.017400 -0.5 0.2 -0.2 0.37
H -0.497658 1.385874 1.737163 -0.4 0.7 -0.2 0.40
N -0.576140 -1.354319 -2.040390 1.0 -0.4 -0.1 -0.81
H -1.038811 0.010501 2.615626 -0.8 -0.2 0.3 0.41
```
Positions in Å, forces in eV/Å.

Calculated values
Highest occupied orbital energy   -0.3567 hartree
E_LUMO   0.18 eV



Entry 6:
Entry from the Open Molecules 2025 dataset: one molecule with the formula ClH4N2OP in a non-equilibrium geometry (ωB97M-V/def2-TZVPD).

XYZ file:
```
9
Properties=species:S:1:pos:R:3:forces:R:3:nbo_charge:R:1
N -0.484517 0.337685 1.321643 0.8 -1.1 1.3 -1.20
N -0.691216 0.103632 -1.274904 0.9 1.4 2.6 -1.14
H -0.239985 0.963321 -1.593857 -0.3 0.1 0.4 0.41
H 0.082197 1.150901 1.641022 -0.6 -1.1 -0.2 0.44
H -0.600701 -0.499135 -2.008454 0.1 -2.3 -2.5 0.39
P 0.156480 -0.526494 0.058223 0.5 5.1 -1.9 2.22
H -0.699969 -0.365577 2.072976 0.3 1.3 -0.6 0.42
Cl 2.153652 0.777354 -0.293592 -1.8 -1.4 0.5 -0.52
O 0.324055 -1.941688 0.076944 0.2 -2.0 0.5 -1.03
```
Positions in Å, forces in eV/Å.

Calculated values
Highest occupied orbital energy   -0.3929 hartree
E_LUMO   0.25 eV
SMILES   NP(N)(=O)Cl



Entry 7:
Entry from the Open Molecules 2025 dataset: a 2-piece molecular cluster, ClH4N2OP overall in a non-equilibrium geometry (ωB97M-V/def2-TZVPD).

XYZ file:
```
9
Properties=species:S:1:pos:R:3:forces:R:3:nbo_charge:R:1
H 0.941990 1.963798 0.918528 -0.7 0.0 -0.4 0.41
O -1.741815 0.180356 -0.233764 1.5 -0.7 -0.6 -0.79
H -0.844788 0.435966 0.239583 -1.8 0.5 -0.1 0.49
H 0.105355 -1.673071 -0.237651 0.0 0.6 0.1 0.43
N 0.487600 1.135863 0.514600 1.0 0.3 0.7 -1.24
Cl -3.006450 0.541340 0.730499 -0.6 0.3 0.7 0.20
H 1.571338 -1.767095 -1.079892 -0.4 0.3 0.2 0.40
P 1.527296 0.369031 -0.351157 0.3 -1.0 0.1 1.27
N 0.959474 -1.186186 -0.500749 0.8 -0.2 -0.8 -1.17
```
Positions in Å, forces in eV/Å.

Calculated values
Highest occupied orbital energy   -0.3388 hartree
E_LUMO   0.02 eV
SMILES   [H]/N=P/N.OCl



Entry 8:
Entry from the Open Molecules 2025 dataset: a 2-piece molecular cluster, ClH4N2OPS overall in a non-equilibrium geometry (ωB97M-V/def2-TZVPD).

XYZ file:
```
10
Properties=species:S:1:pos:R:3:forces:R:3:nbo_charge:R:1
H 0.040437 2.293333 -1.504590 0.1 -2.5 1.5 0.52
H 0.603186 -1.454273 -0.007723 -0.5 0.5 -0.5 0.41
Cl 1.951789 0.055132 0.230235 2.2 -1.5 0.0 -0.31
P 0.351300 1.234968 0.528579 -1.4 3.4 1.0 0.85
N -0.358139 -1.884499 0.038811 -0.1 -2.2 1.5 -0.36
S 0.932166 3.062235 1.269567 -0.6 -2.0 -0.9 -0.63
H -0.449160 -2.807801 0.502751 1.1 0.3 -0.7 0.39
O 0.012146 1.344234 -1.080415 -0.5 2.5 -1.5 -1.06
N -1.482616 -1.384680 0.159682 -0.9 -0.7 0.5 -0.18
H -1.601108 -0.458647 -0.136898 0.6 2.1 -0.9 0.37
```
Positions in Å, forces in eV/Å.

Calculated values
Highest occupied orbital energy (alpha / beta)   -0.2682 / -0.2850 hartree
E_LUMO (alpha / beta)   -2.87 / -1.80 eV



Entry 9:
Entry from the Open Molecules 2025 dataset: a 2-piece molecular cluster, ClH4N2OPS overall in a non-equilibrium geometry (ωB97M-V/def2-TZVPD).

XYZ file:
```
10
Properties=species:S:1:pos:R:3:forces:R:3:nbo_charge:R:1
O 2.047409 0.015962 1.670488 -0.1 0.5 0.1 -1.05
H -1.281507 0.850033 -0.712816 -1.3 1.8 -2.3 0.37
H -0.489643 -1.075167 -1.136748 0.3 0.1 0.7 0.33
H 1.793446 -0.572020 2.415480 0.3 0.0 -1.5 0.54
Cl 2.058038 1.684217 -0.517324 -0.4 1.9 -0.3 -0.25
P 2.208036 -0.179525 0.040125 0.8 -3.0 0.9 1.17
H -0.659478 0.880567 0.921384 -0.5 -0.8 -1.7 0.39
N -0.828342 0.411336 -0.004891 1.5 -1.1 4.0 -0.55
S 3.956913 -0.905950 -0.575118 -1.3 0.3 0.6 -0.51
N -0.300839 -0.798884 -0.152099 0.7 0.3 -0.4 -0.43
```
Positions in Å, forces in eV/Å.

Calculated values
Highest occupied orbital energy (alpha / beta)   -0.2882 / -0.2949 hartree
E_LUMO (alpha / beta)   0.10 / -1.07 eV



Entry 10:
Entry from the Open Molecules 2025 dataset: ClH4N2PS as an isolated structure in a non-equilibrium geometry (ωB97M-V/def2-TZVPD).

XYZ file:
```
9
Properties=species:S:1:pos:R:3:forces:R:3:nbo_charge:R:1
S 3.133243 -2.454267 1.238438 -0.5 0.3 -0.1 -0.44
N -0.599953 -1.534174 0.469859 2.7 -0.9 -3.7 -1.14
H -0.644378 -2.533538 0.442148 -0.1 -0.3 0.0 0.43
H 0.866225 1.461762 -0.529468 -0.6 -0.5 0.4 0.41
Cl 2.278994 -2.116449 -0.618179 -0.5 0.3 -0.5 -0.21
P -0.032317 -0.654070 -0.845160 1.5 -0.3 2.1 1.29
N 0.403627 0.727459 0.027640 -1.8 0.2 -5.4 -1.12
H 0.828032 0.615224 0.853357 1.8 -0.7 4.1 0.40
H -1.179200 -1.074691 1.036772 -2.7 1.9 3.1 0.39
```
Positions in Å, forces in eV/Å.

Calculated values
Highest occupied orbital energy   -0.2682 hartree
E_LUMO   -1.41 eV



Entry 11:
Entry from the Open Molecules 2025 dataset: a 2-piece molecular cluster, ClH4N3 overall in a non-equilibrium geometry (ωB97M-V/def2-TZVPD).

XYZ file:
```
8
Properties=species:S:1:pos:R:3:forces:R:3:nbo_charge:R:1
N -1.205673 -0.517694 0.662263 -0.3 -2.5 -2.5 -0.58
H -1.388916 0.358146 0.995163 -1.4 3.0 0.8 0.35
Cl 0.872441 0.069583 1.986450 -0.4 0.1 0.1 0.07
N 0.617310 0.614045 -1.312106 2.4 0.3 0.7 -0.70
H 1.497077 1.164730 -0.847585 -2.3 -2.1 -1.6 0.32
N 0.090850 -0.744098 0.698440 2.2 -0.9 -0.5 -0.19
H -1.454350 -0.681627 -0.361961 -0.1 0.5 2.0 0.39
H 0.971263 -0.263086 -1.820664 0.0 1.7 1.0 0.32
```
Positions in Å, forces in eV/Å.

Calculated values
Highest occupied orbital energy (alpha / beta)   -0.3744 / -0.3060 hartree
E_LUMO (alpha / beta)   0.35 / -0.24 eV



Entry 12:
Entry from the Open Molecules 2025 dataset: a 2-piece molecular cluster, ClH4NSi overall (ωB97M-V/def2-TZVPD).

XYZ file:
```
7
Properties=species:S:1:pos:R:3:forces:R:3:nbo_charge:R:1
Cl 0.120683 2.505816 3.285363 0.1 0.2 0.0 -0.47
H -1.521494 1.823817 1.269932 -0.1 0.4 -0.4 -0.29
Si -1.313666 1.177767 2.586286 -0.1 -0.6 0.3 0.75
H 0.028400 -1.081578 -1.166487 0.0 0.0 0.1 0.36
H 1.103918 0.041781 -0.669459 0.0 0.0 0.0 0.36
H 0.623937 -1.140977 0.354060 0.1 0.0 -0.1 0.36
N 0.308931 -0.512561 -0.375447 -0.1 0.0 0.1 -1.08
```
Positions in Å, forces in eV/Å.

Calculated values
Highest occupied orbital energy   -0.3214 hartree
E_LUMO   -0.63 eV



These records have M values of 98.56; 130.62; 82.56; 70.54; 114.47; 114.47; 114.47; 146.54; 146.54; 130.54; 81.51; 81.58 g mol⁻¹, in the order they appear.
These records have energy above the lowest of the compared OMol25 structures with the same formula, charge and spin values of 0.404; 0.354; 6.337; 1.425; 3.043; 0.477; 4.239; 3.521; 2.727; 3.607; 3.557; 2.217 eV, in the order they appear.